Record 1
C22H33AlBr3Cl2CsFGaI2NO14S | ωB97M-V/def2-TZVPD

Structure (XYZ):
```
82
Properties=species:S:1:pos:R:3:mulliken_charge:R:1
C 2.998 -3.663 1.643 -0.631
O 3.523 -2.372 1.405 -0.274
C 3.808 -2.208 0.033 -0.750
C 3.848 -0.755 -0.363 0.202
C 2.438 -0.132 -0.762 -1.188
Ga 0.946 -0.342 0.650 0.073
C -0.909 -0.838 -0.163 -0.201
I -2.521 0.326 0.412 0.271
C -1.088 -1.867 -0.994 -0.030
C -0.013 -2.826 -1.446 -0.981
I -3.050 -2.290 -1.733 0.734
H 2.069 -3.818 1.090 0.128
H 3.737 -4.402 1.325 0.338
H 2.773 -3.768 2.697 0.261
H 3.171 -2.815 -0.617 0.254
H 4.822 -2.606 -0.113 0.543
H 4.384 -0.159 0.412 -0.166
H 4.466 -0.699 -1.261 0.166
H 2.179 -0.507 -1.754 0.084
H 2.613 0.978 -0.902 0.920
H 1.214 -1.423 1.757 -0.178
H 0.794 1.066 1.394 -0.386
H 0.212 -3.493 -0.615 0.159
H -0.360 -3.441 -2.279 0.522
H 0.895 -2.317 -1.759 0.266
Al -1.328 -1.174 -3.557 0.512
N 1.409 2.271 3.686 0.722
O 0.676 1.357 4.206 -0.658
O 2.251 1.948 2.823 -0.394
O 1.282 3.436 4.027 -0.588
Cl -4.266 -3.282 0.060 -0.071
C -5.156 3.451 0.957 -0.996
C -5.901 2.987 1.969 0.496
C -7.008 3.806 2.577 0.909
O -7.654 3.314 3.479 -0.612
C -7.239 5.142 2.052 -1.006
C -6.490 5.604 1.041 0.375
C -5.401 4.774 0.417 1.057
O -4.772 5.249 -0.510 -0.665
O -6.654 6.813 0.523 -0.553
O -5.711 1.788 2.493 -0.474
H -4.361 2.869 0.514 0.261
H -8.025 5.729 2.505 0.424
H -5.991 6.893 -0.188 0.357
H -6.373 1.690 3.205 0.358
C 9.523 -1.143 0.028 -1.111
S 7.743 -0.944 -0.011 0.740
O 7.432 0.085 -1.065 -0.652
C 7.587 -0.093 1.563 -0.941
H 9.832 -1.618 -0.900 0.355
H 9.999 -0.167 0.118 0.324
H 9.792 -1.779 0.871 0.372
H 8.177 0.823 1.565 0.367
H 7.909 -0.748 2.371 0.391
H 6.532 0.136 1.662 0.168
O -4.057 -2.796 2.650 -0.694
Cl -2.658 -2.947 3.037 1.728
O -1.832 -2.582 1.897 -0.499
O -2.399 -4.308 3.395 -0.642
O -2.369 -2.072 4.133 -0.658
Cs 3.192 2.405 0.252 1.225
O 2.320 0.567 6.122 -0.356
H 1.933 -0.208 6.564 0.452
H 2.437 1.306 6.741 0.432
H 1.741 0.850 5.319 0.416
C 6.822 -2.899 -3.964 -0.380
Br 5.967 -4.578 -3.501 -0.082
Br 7.143 -1.762 -2.410 0.177
Br 8.429 -3.183 -4.985 -0.063
H 6.132 -2.367 -4.602 0.327
F -5.056 -1.311 -3.479 -0.194
C -5.599 -0.237 -4.131 0.787
C -6.911 0.092 -3.883 -0.469
C -7.458 1.184 -4.540 -0.367
C -6.690 1.917 -5.435 -0.620
C -5.371 1.563 -5.671 -0.465
C -4.816 0.477 -5.010 -0.336
H -7.494 -0.497 -3.188 0.436
H -8.485 1.462 -4.353 0.395
H -7.122 2.765 -5.947 0.400
H -4.774 2.130 -6.371 0.378
H -3.785 0.189 -5.178 0.067
```

Results
- Gap between HOMO and LUMO: 4.4 eV
- Total charge: +1
- Electronic energy: -13888.38399 Eh
- Highest occupied orbital energy: -10.7 eV

---

Record 2
C22H33Cl2FeN4O3 | ωB97M-V/def2-TZVPD

Structure (XYZ):
```
65
Properties=species:S:1:pos:R:3:mulliken_charge:R:1
O -2.493 -1.558 -0.375 -0.569
C -2.026 -1.571 -1.506 -0.375
C -1.223 -2.671 -2.141 0.419
C -0.051 -3.247 -1.626 0.455
H 0.538 -2.766 -0.827 0.563
C 0.328 -4.456 -2.212 -0.958
H 1.168 -5.011 -1.793 0.433
C -0.376 -4.955 -3.308 -0.398
H -0.105 -5.939 -3.723 0.367
C -1.399 -4.215 -3.905 -0.659
H -1.922 -4.573 -4.771 0.407
C -1.771 -3.022 -3.370 -0.630
H -2.540 -2.386 -3.786 0.464
H -2.116 -0.698 -2.136 0.403
C -1.052 1.527 -2.301 -1.095
C 0.196 0.825 -2.106 0.517
H -1.379 1.573 -3.395 0.394
H -0.851 2.580 -1.926 0.359
H -1.986 1.235 -1.729 0.215
C 0.947 0.045 -2.957 0.866
C 1.296 0.681 -4.206 -1.649
H 1.191 -1.021 -2.851 0.498
H 1.023 0.150 -5.105 0.370
H 2.351 0.900 -4.233 0.309
H 0.825 1.658 -4.232 0.436
Fe 1.607 1.212 -1.120 -0.330
Cl 1.930 -0.647 -0.127 -0.469
Cl 2.130 3.159 -1.682 -0.515
H -1.232 -4.339 2.386 0.332
H 1.066 -3.398 3.757 0.333
C -0.742 -3.692 1.640 -0.968
C 1.152 -2.712 2.897 -0.924
N -0.138 -2.525 2.259 0.357
H -1.492 -3.368 0.910 0.242
C -0.838 -1.390 2.450 -0.065
O -0.386 -0.377 3.009 -0.742
H 1.537 -1.741 3.228 0.223
H -1.853 -1.427 2.027 0.491
H 0.035 -4.275 1.131 0.309
H 1.847 -3.161 2.175 0.317
H -2.600 4.599 2.171 0.327
H -4.273 2.623 2.810 0.309
C -2.630 4.136 1.167 -1.002
C -4.114 2.239 1.790 -0.886
N -2.833 2.696 1.274 0.211
H -1.681 4.329 0.642 0.225
C -1.807 1.842 1.031 0.617
O -0.657 2.209 0.777 -0.615
H -4.105 1.143 1.800 0.232
H -2.125 0.779 1.059 -0.065
H -3.467 4.577 0.599 0.361
H -4.928 2.597 1.145 0.318
N 1.074 2.103 2.883 -0.081
C 2.294 2.345 2.381 0.482
C 3.170 3.280 3.005 -0.878
C 4.491 3.296 2.615 -0.220
C 4.920 2.441 1.594 -0.964
C 3.968 1.631 0.968 0.130
N 2.672 1.657 1.282 0.372
H 0.520 1.327 2.545 -0.111
H 0.772 2.583 3.723 0.169
H 2.747 3.893 3.806 0.301
H 5.198 3.954 3.104 0.395
H 5.945 2.378 1.246 0.367
H 4.252 0.940 0.163 0.276
```

Results
- Gap between HOMO and LUMO (alpha / beta): 7.5 / 6.4 eV
- Total charge: 0
- 2S+1: 6
- Electronic energy: -3486.84827 Eh
- Highest occupied orbital energy (alpha / beta): -7.3 / -7.3 eV
- Energy relative to the best compared isomer or geometry (same formula, charge and spin): 113.1 kcal per mole

---

Record 3
C22H33ClN2O10P2S | ωB97M-V/def2-TZVPD

Structure (XYZ):
```
71
Properties=species:S:1:pos:R:3:mulliken_charge:R:1
C 5.005 -1.151 0.611 -0.920
C 4.805 0.437 0.559 0.644
O 5.259 1.028 -0.464 -0.578
N 4.098 1.234 1.599 -0.161
C 4.089 0.407 2.851 -0.874
C 2.675 1.387 1.121 -0.403
C 1.706 2.129 2.171 -0.652
C 0.328 1.308 2.243 0.014
C -0.232 1.119 3.765 -0.759
C -1.749 0.592 3.572 0.491
C -2.895 1.367 3.955 0.345
P -2.775 3.087 4.746 0.241
O -1.740 3.008 6.130 -0.518
Cl -1.862 4.288 3.222 -0.229
C -4.352 0.739 3.657 -0.086
O -5.345 0.942 4.394 -0.518
C -4.426 -0.144 2.307 0.266
C -5.684 -0.185 1.393 -0.735
C -5.586 -1.041 0.110 0.004
P -7.091 -1.055 -1.034 0.936
O -8.094 -2.166 -0.746 -0.618
O -7.773 0.527 -0.904 -0.527
O -6.445 -1.128 -2.635 -0.506
C -4.353 -1.866 -0.342 -0.614
C -3.106 -1.825 0.569 0.416
C -1.715 -2.568 0.267 -0.031
S -1.520 -3.105 -1.491 0.883
O -2.509 -4.157 -1.921 -0.593
O -1.544 -1.871 -2.384 -0.555
C -3.162 -0.974 1.873 0.156
C -1.919 -0.866 2.894 -0.083
O -1.164 -1.823 3.181 -0.541
H 5.513 -1.567 -0.330 0.308
H 5.658 -1.483 1.498 0.323
H 3.947 -1.610 0.679 0.231
H 3.783 1.034 3.756 0.268
H 3.334 -0.458 2.726 0.289
H 5.149 0.021 3.070 0.338
H 2.742 2.023 0.158 0.232
H 2.317 0.343 0.812 0.261
H 1.449 3.149 1.695 0.309
H 2.183 2.357 3.180 0.382
H 0.376 0.275 1.726 -0.207
H -0.485 1.905 1.680 0.318
H -0.191 2.099 4.342 0.427
H 0.445 0.301 4.221 0.204
H -1.681 2.071 6.449 0.368
H -6.629 0.411 1.630 0.438
H -6.986 1.129 -0.964 0.337
H -5.704 -0.466 -2.595 0.339
H -4.311 -2.465 -1.308 0.414
H -1.533 -3.388 1.042 0.444
H -0.895 -1.772 0.452 -0.066
H -0.202 -3.598 -1.595 0.150
C 3.294 0.312 -6.158 -1.439
C 3.400 1.130 -4.874 0.302
C 3.728 0.286 -3.626 -0.540
O 2.627 -0.464 -3.116 -0.209
C 2.372 -1.677 -3.804 -0.494
N 2.161 1.900 -4.697 -0.748
H 2.351 -0.233 -6.234 0.294
H 3.351 0.968 -7.031 0.356
H 4.113 -0.410 -6.233 0.333
H 4.224 1.838 -5.012 0.444
H 4.013 0.971 -2.821 0.151
H 4.593 -0.366 -3.797 0.400
H 3.292 -2.153 -4.155 0.360
H 1.690 -1.500 -4.638 0.225
H 1.872 -2.356 -3.110 -0.031
H 2.275 2.522 -3.899 0.276
H 1.439 1.245 -4.391 0.317
```

Results
- Gap between HOMO and LUMO: 6.9 eV
- Total charge: 0
- Electronic energy: -3260.86164 Eh
- Highest occupied orbital energy: -9.3 eV
- Structure (SMILES): CC(=O)N(C)CCCCC1=C(P(O)Cl)C(=O)c2cc(P(=O)(O)O)cc(C[SH](=O)=O)c2C1=O.COC[C@@H](C)N